Entry from the Open Molecules 2025 dataset: a cluster of 2 separate species, C15H9BCl4NO3 in total at a distorted geometry (ωB97M-V/def2-TZVPD).

```
33
Properties=species:S:1:pos:R:3
Cl -5.48 0.32 1.33
C 0.39 -0.64 2.17
H 0.59 -1.63 2.62
C -3.78 0.09 1.46
H -3.97 -2.05 1.41
C -1.03 -0.35 1.88
C 0.88 0.26 8.10
O 0.57 1.53 5.33
C 0.40 -1.66 6.72
C 0.48 -2.52 7.81
C 0.90 -0.58 9.22
Cl 3.39 1.83 1.42
H 0.36 -3.58 7.61
H 1.08 -0.15 10.20
C 0.15 -1.92 5.25
C 0.59 -0.31 6.86
H 0.72 -2.63 9.94
Cl 3.56 -0.84 2.97
H -1.53 -2.43 1.82
O 1.27 0.18 1.79
N 0.18 -0.71 4.59
H 1.07 1.33 8.12
C -1.92 -1.42 1.72
C -3.28 -1.22 1.51
C 0.70 -1.97 9.08
H -0.83 1.79 1.72
C 0.45 0.31 5.49
B 2.87 0.05 1.53
Cl 3.09 -0.86 -0.05
C -1.52 0.96 1.69
H -3.29 2.19 1.40
C -2.89 1.18 1.50
O -0.04 -3.06 4.82
```

The calculation puts the LUMO energy at 2.06 eV. The HOMO energy comes out at -5.99 eV. The net charge is -1.



Entry from the Open Molecules 2025 dataset: a structure of composition C2H3LiNiO at a distorted geometry (ωB97M-V/def2-TZVPD).

```
8
Properties=species:S:1:pos:R:3
O -2.67 -1.18 0.64
Ni 0.43 1.28 -1.99
Li 2.62 -0.18 -1.59
C 0.69 0.14 -0.42
H 1.13 -0.61 0.25
C -1.90 -0.59 1.24
H 0.97 1.12 0.00
H -1.28 0.01 1.87
```

Its expectation value of S² is 3.794. The calculation puts the LUMO energy (alpha / beta) at -5.63 / -4.92 eV. As for the multiplicity: 4. The HOMO energy (alpha / beta) comes out at -9.58 / -12.53 eV. The net charge is +1. The energy relative to the best compared isomer or geometry (same formula, charge and spin) is 2.417 eV.



Entry from the Open Molecules 2025 dataset: a cluster of 7 separate species, C22H54Cl4O10 in total at a distorted geometry (ωB97M-V/def2-TZVPD).

```
90
Properties=species:S:1:pos:R:3
C -4.43 6.06 -1.59
H 4.72 0.33 5.06
C -4.95 -5.15 3.82
H 2.51 -1.51 -5.50
H 0.44 2.49 -4.79
H 4.23 1.85 0.59
H -2.28 -3.79 -0.69
C -1.59 -5.35 3.36
C -2.27 0.95 -0.22
O 1.65 -3.16 2.39
C 2.47 1.78 -4.93
C 2.77 -2.38 2.02
C 1.87 2.64 3.44
C 1.73 -4.49 1.86
H 3.72 -2.85 2.24
H 2.99 -0.74 -3.99
H -5.23 5.81 -2.29
H -4.40 -6.03 4.16
H 0.86 3.32 0.28
H 2.11 3.63 3.81
C -5.16 -3.60 2.08
H -4.55 -4.02 0.10
H 2.77 -1.47 2.63
H 1.97 -4.41 0.80
C -3.07 4.16 -2.02
C 0.39 -5.22 1.93
H -4.69 -4.38 4.55
H -2.70 -2.04 -0.82
H 3.91 -0.59 -5.47
H 1.77 0.48 0.41
O 1.26 3.23 -6.60
H -4.78 -2.24 0.42
H 5.86 0.72 3.67
O -2.97 2.05 -0.74
C 4.46 2.91 0.54
C 2.90 -0.59 -5.06
H 4.06 3.52 1.35
H 1.11 1.40 -7.76
H 2.83 1.72 5.05
O 4.03 1.51 3.43
H -4.99 6.69 -0.90
O 1.75 2.53 2.03
H 2.77 1.71 -3.88
H -1.90 -5.41 4.41
H -1.45 3.49 -0.71
H 0.94 -0.77 -0.53
C 1.65 0.06 -0.58
H -3.84 3.77 -2.69
H -2.88 0.32 0.43
C 0.59 2.31 -7.44
H 0.56 -6.24 1.59
H -6.22 -3.63 1.85
H -0.08 3.34 1.80
H 2.72 -2.13 0.96
C 4.85 0.48 3.99
H -1.35 1.17 0.33
H 2.19 0.57 3.96
H 2.61 -4.99 2.24
H -2.07 -4.55 2.81
O -3.82 4.88 -1.02
H -6.03 -5.20 3.93
H -1.97 -6.32 3.03
H -0.36 -4.80 1.27
O -4.63 -4.87 2.52
C 2.71 1.53 3.98
H -2.44 4.93 -2.47
H 0.52 2.83 -8.39
Cl 3.20 -0.50 -1.19
H 0.86 2.44 3.79
C 1.38 2.86 -5.20
Cl 6.18 3.15 0.45
Cl 0.95 1.23 -1.74
H -4.98 -2.82 2.82
H -1.55 2.65 -2.16
H 1.65 3.70 -4.57
Cl 3.70 3.64 -0.97
C -2.19 3.04 -1.37
O -0.14 -5.26 3.31
C -2.29 -2.82 -0.18
C 0.90 3.49 1.36
H -3.77 6.71 -2.15
H -2.04 0.31 -1.07
C -4.38 -3.19 0.78
O -3.00 -3.01 1.07
H -1.26 -2.50 -0.02
H 3.29 2.13 -5.56
H 4.56 -0.44 3.47
O 2.08 0.50 -5.43
H -0.38 1.91 -7.13
H 1.13 4.53 1.62
```

The calculation puts the LUMO energy at 0.51 eV. The SMILES is COCCOC.COCCOC.COCCOC.COCCOC.COCCOC.ClCCl.ClCCl. The HOMO energy comes out at -9.52 eV.



Entry from the Open Molecules 2025 dataset: a structure of composition C11H23B2CrF8O10 at a distorted geometry (ωB97M-V/def2-TZVPD).

```
55
Properties=species:S:1:pos:R:3
H 2.53 -3.20 2.44
H -4.07 -2.16 -3.05
H -1.28 0.79 5.34
H -0.07 1.85 4.62
B 2.46 -1.14 -2.89
H 2.67 2.64 3.09
F 2.13 -1.18 -1.59
O 1.86 2.53 -1.67
C -1.61 2.75 -1.57
O -1.00 -0.96 -2.32
H 1.49 3.11 -3.65
B -0.31 -3.48 0.44
O -0.22 3.03 -1.61
O 2.87 0.66 2.72
H 4.23 -3.41 2.29
O 3.43 -1.40 2.48
H -3.46 0.66 0.40
O -2.65 0.85 2.34
F 1.78 -0.03 -3.34
F 0.70 -3.00 -0.40
F -1.54 -2.97 0.04
H -2.91 -0.58 -1.64
H 3.10 3.41 -3.16
H -1.83 2.14 -2.45
C 2.23 1.89 2.44
F 1.92 -2.28 -3.51
C -1.48 0.20 2.18
F -0.20 -4.84 0.43
H -2.12 3.70 -1.70
C 2.59 -0.46 2.00
H -2.62 -0.27 -3.29
C 0.70 2.15 -1.25
H -1.78 1.89 4.09
H 1.79 4.37 -2.46
H 1.14 1.81 2.52
H 2.50 2.12 1.40
C -0.95 1.25 4.41
C 3.42 -2.74 2.00
F 3.82 -1.11 -3.15
H -4.08 -0.44 1.70
F -0.04 -3.08 1.72
C -3.70 0.55 1.46
C -2.38 -0.98 -2.50
C -3.01 -2.31 -2.89
O -0.65 0.34 3.32
Cr 0.15 -0.99 -0.50
O 0.45 1.10 -0.59
O -1.08 -0.40 1.13
H -2.84 -3.11 -2.17
H -4.52 1.26 1.60
O 1.64 -0.65 1.12
H 3.27 -2.82 0.92
H -1.90 2.25 -0.65
C 2.08 3.36 -2.77
H -2.66 -2.66 -3.86
```

Its expectation value of S² is 6.011. The calculation puts the LUMO energy (alpha / beta) at 2.01 / 2.01 eV. As for the multiplicity: 5. The HOMO energy (alpha / beta) comes out at -4.26 / -4.54 eV. The net charge is -1. The energy relative to the best compared isomer or geometry (same formula, charge and spin) is 0.762 eV.



Entry from the Open Molecules 2025 dataset: an isolated molecule of CHN3O at a distorted geometry (ωB97M-V/def2-TZVPD).

```
6
Properties=species:S:1:pos:R:3
C 0.83 0.72 0.06
N 1.03 -0.54 -0.04
N -0.56 0.97 -0.06
O -0.18 -1.04 0.01
N -1.21 -0.05 0.03
H 1.63 1.32 0.02
```

The calculation puts the LUMO energy at 0.25 eV. The SMILES is c1nnon1. The HOMO energy comes out at -11.76 eV. The energy relative to the best compared isomer or geometry (same formula, charge and spin) is 4.359 eV.



Entry from the Open Molecules 2025 dataset: an isolated molecule of C4H8O2 (ωB97M-V/def2-TZVPD).

```
14
Properties=species:S:1:pos:R:3
H 1.58 0.58 -1.35
C 0.79 0.22 0.67
O -0.33 -0.12 -2.80
C 1.00 -0.18 -0.81
O -1.35 -0.69 1.16
C -0.24 -0.44 -1.64
H -2.29 -0.48 1.30
H 1.40 1.11 0.88
H -0.63 1.05 2.05
H -1.11 1.22 0.35
H 1.15 -0.57 1.34
H -1.07 -0.95 -1.12
H 1.59 -1.11 -0.86
C -0.64 0.54 1.08
```

The calculation puts the LUMO energy at 0.78 eV. The SMILES is O=CCCCO. The HOMO energy comes out at -9.55 eV. The energy relative to the best compared isomer or geometry (same formula, charge and spin) is 1.374 eV.



Table of molecular weight (g mol⁻¹), in record order: 403.9; 108.7; 620.5; 540.9; 71.0; 88.1